Molecular formula: C23H34FN3O8S
Method: DFT, the ωB97M-V functional and the def2-TZVPD basis

Results
Highest occupied orbital energy   -9.21 eV
Gap between HOMO and LUMO   7.25 eV
Maximum force   0.16485 hartree/bohr
Spin multiplicity   1
ΔE to the lowest compared entry with this formula, charge and spin   357.5 kcal per mole

Each line ends with the natural charge from an NBO analysis.
Cartesian coordinates (Å):
1 O 1.257 4.588 2.747  -0.512
2 C 0.964 3.362 2.294  0.523
3 C 2.111 2.246 1.807  -0.257
4 C 1.924 0.751 1.990  -0.027
5 C 3.054 -0.358 1.452  -0.449
6 C 2.367 -1.778 1.011  -0.416
7 C 2.802 -3.081 1.899  -0.436
8 C 2.972 -2.824 3.504  -0.632
9 S 1.890 -3.915 4.597  2.091
10 O 1.968 -3.281 6.041  -0.884
11 O 2.426 -5.371 4.763  -0.861
12 O 0.240 -3.927 4.171  -0.829
13 C 0.517 0.272 2.735  0.520
14 O 0.397 -0.780 3.547  -0.566
15 C -0.822 1.170 2.421  -0.130
16 C -2.276 0.415 2.332  -0.169
17 C -3.610 1.337 2.068  -0.261
18 C -3.412 2.973 1.903  0.396
19 F -4.674 3.761 1.707  -0.361
20 C -1.924 3.731 1.946  -0.242
21 C -0.607 2.793 2.215  -0.096
22 H 3.081 2.696 1.276  0.254
23 H 3.581 0.147 0.526  0.241
24 H 3.863 -0.437 2.298  0.237
25 H 2.740 -1.994 -0.103  0.225
26 H 1.184 -1.746 0.929  0.229
27 H 3.741 -3.598 1.383  0.235
28 H 1.920 -3.876 1.778  0.225
29 H 2.808 -1.725 3.865  0.289
30 H 4.098 -3.115 3.773  0.283
31 H 0.049 -3.376 3.356  0.510
32 H -2.354 -0.754 2.455  0.293
33 H -4.655 0.799 2.018  0.287
34 H -1.843 4.895 1.816  0.271
35 C -4.595 -1.316 -2.089  -0.416
36 N -4.965 -1.606 -0.720  -0.424
37 C -6.245 -2.231 -0.458  -0.418
38 C -4.138 -1.307 0.342  0.526
39 O -4.388 -1.525 1.521  -0.657
40 H -5.338 -0.638 -2.520  0.186
41 H -4.579 -2.251 -2.657  0.190
42 H -3.609 -0.847 -2.140  0.261
43 H -6.834 -1.577 0.192  0.210
44 H -6.079 -3.182 0.056  0.213
45 H -6.787 -2.407 -1.392  0.207
46 H -3.191 -0.835 0.032  0.123
47 C -1.721 3.647 -3.303  -0.398
48 N -1.609 2.228 -3.037  -0.427
49 C -0.463 1.744 -2.295  -0.417
50 C -2.557 1.325 -3.469  0.537
51 O -2.523 0.115 -3.279  -0.652
52 H -0.849 3.969 -3.880  0.197
53 H -1.750 4.183 -2.350  0.199
54 H -2.629 3.871 -3.868  0.210
55 H 0.083 1.024 -2.913  0.226
56 H -0.813 1.237 -1.391  0.210
57 H 0.198 2.571 -2.022  0.217
58 H -3.384 1.798 -4.022  0.112
59 C 5.794 0.360 -3.107  -0.400
60 N 4.354 0.268 -2.990  -0.432
61 C 3.661 -0.797 -3.684  -0.418
62 C 3.622 1.163 -2.238  0.527
63 O 2.406 1.144 -2.097  -0.635
64 H 6.055 0.488 -4.161  0.200
65 H 6.239 -0.565 -2.728  0.198
66 H 6.183 1.206 -2.535  0.213
67 H 2.939 -0.359 -4.379  0.217
68 H 3.122 -1.407 -2.953  0.212
69 H 4.369 -1.423 -4.235  0.210
70 H 4.246 1.932 -1.753  0.112